Here is a gas-phase ion, C3H7N (charge +1) in a non-equilibrium geometry from the Open Molecules 2025 dataset. Energies are from ωB97M-V/def2-TZVPD.

Computed properties:
LUMO (alpha / beta) = -6.06 / -7.37 eV
⟨S²⟩ = 0.755
HOMO-LUMO gap (alpha / beta) = 11.10 / 11.54 eV
E_tot = -172.86193 hartree
Spin multiplicity = 2
Net charge = +1

Last column: Löwdin spin population.
Atoms and positions in Å:
C1 -1.162 0.394 0.624  0.05
C2 -0.115 -0.010 -0.377  0.10
C3 1.354 -0.040 -0.100  0.05
N1 -0.525 -0.409 -1.566  0.78
H1 -1.913 0.996 0.093  0.00
H2 -1.568 -0.479 1.161  0.00
H3 -0.699 1.028 1.379  0.01
H4 1.781 -0.940 -0.548  0.00
H5 -0.529 -1.334 -0.950  0.01
H6 1.569 0.031 0.952  0.01
H7 1.807 0.762 -0.668  0.00

Here is C20H30N2O4S in the gas phase from the Open Molecules 2025 dataset. Energies are from ωB97M-V/def2-TZVPD.

Computed properties:
LUMO = 0.43 eV
HOMO-LUMO gap = 9.52 eV
SMILES = CC(C)(C)NS(=O)(=O)c1ccc(OCC(=O)NCCC2=CCCCC2)cc1
E_tot = -1588.76684 hartree

Last column: Löwdin charge in e.
Atoms and positions in Å:
C1 1.473 -5.388 0.244  -0.04
C2 -0.027 -5.307 0.546  -0.64
C3 -0.318 -4.091 1.424  -0.04
C4 -0.503 -6.587 1.239  -0.04
N1 -0.716 -5.117 -0.728  -0.09
S1 -2.326 -4.688 -0.813  0.66
O1 -2.774 -5.165 -2.089  -0.29
O2 -3.070 -5.074 0.356  -0.30
C5 -2.233 -2.906 -0.866  -0.30
C6 -1.384 -2.308 -1.775  -0.04
C7 -1.303 -0.928 -1.845  0.01
C8 -2.093 -0.150 -1.002  -0.26
O3 -2.097 1.212 -0.981  -0.05
C9 -1.316 1.903 -1.932  -0.09
C10 0.197 1.788 -1.698  -0.51
O4 0.994 1.887 -2.606  0.06
N2 0.522 1.576 -0.414  0.09
C11 1.882 1.552 0.071  -0.17
C12 2.099 2.595 1.167  -0.14
C13 1.749 4.014 0.784  -0.25
C14 1.766 4.474 -0.458  -0.05
C15 1.405 5.878 -0.839  -0.19
C16 0.685 6.608 0.290  -0.21
C17 1.427 6.370 1.599  -0.20
C18 1.374 4.887 1.953  -0.17
C19 -2.952 -0.768 -0.088  0.02
C20 -3.020 -2.144 -0.023  -0.05
H1 1.800 -4.489 -0.271  0.08
H2 2.034 -5.489 1.169  0.09
H3 1.689 -6.247 -0.387  0.08
H4 -1.377 -4.053 1.661  0.07
H5 -0.039 -3.176 0.906  0.09
H6 0.248 -4.160 2.349  0.09
H7 -1.576 -6.534 1.400  0.07
H8 -0.004 -6.708 2.197  0.09
H9 -0.285 -7.456 0.621  0.09
H10 -0.536 -5.854 -1.392  0.12
H11 -0.788 -2.930 -2.422  0.12
H12 -0.624 -0.473 -2.549  0.12
H13 -1.593 2.957 -1.822  0.14
H14 -1.547 1.590 -2.956  0.14
H15 -0.217 1.560 0.273  0.15
H16 2.528 1.736 -0.789  0.12
H17 2.109 0.556 0.469  0.12
H18 1.497 2.316 2.038  0.11
H19 3.148 2.554 1.477  0.12
H20 2.056 3.844 -1.285  0.10
H21 2.324 6.415 -1.101  0.12
H22 0.784 5.857 -1.738  0.11
H23 -0.335 6.228 0.381  0.11
H24 0.628 7.676 0.070  0.11
H25 2.468 6.679 1.483  0.12
H26 0.986 6.961 2.404  0.11
H27 0.361 4.625 2.281  0.12
H28 2.046 4.678 2.790  0.12
H29 -3.556 -0.145 0.552  0.12
H30 -3.674 -2.644 0.672  0.12

Here is a molecular structure, C47H47GeN2O9RbS4SeTe in a non-equilibrium geometry from the Open Molecules 2025 dataset. Energies are from ωB97M-V/def2-TZVPD.

Computed properties:
LUMO = 3.44 eV
HOMO-LUMO gap = 5.91 eV
E_tot = -8969.23908 hartree
Net charge = -2

Last column: Löwdin charge in e.
Atoms and positions in Å:
Rb1 0.661 -0.260 0.222  0.99
S1 -2.894 -0.217 6.872  1.01
C1 -1.650 0.332 7.913  -0.45
C2 -0.463 0.421 7.256  -0.18
C3 -0.557 0.036 5.881  -0.09
C4 -1.819 -0.337 5.527  -0.48
C5 -2.282 -0.796 4.200  -0.19
C6 -1.722 -0.236 3.028  -0.06
N1 -2.009 -0.636 1.813  0.14
C7 -2.873 -1.653 1.662  -0.14
C8 -3.568 -2.210 2.736  -0.14
C9 -4.553 -3.233 2.492  -0.03
C10 -4.788 -3.685 1.244  -0.04
C11 -4.033 -3.182 0.123  -0.14
C12 -4.197 -3.672 -1.181  0.03
C13 -3.413 -3.206 -2.200  -0.19
C14 -2.436 -2.241 -1.867  -0.08
N2 -2.280 -1.734 -0.670  0.18
C15 -3.072 -2.188 0.325  -0.13
C16 -3.588 -3.681 -3.595  -0.46
C17 -4.620 -4.400 -4.121  -0.14
C18 -4.474 -4.667 -5.516  -0.20
C19 -3.330 -4.139 -6.026  -0.43
S2 -2.433 -3.330 -4.822  1.06
C20 -3.241 -1.757 4.028  0.02
H1 -1.870 0.563 8.946  0.05
H2 0.463 0.746 7.721  0.10
H3 0.296 -0.013 5.203  0.09
H4 -1.036 0.607 3.110  0.11
H5 -5.101 -3.638 3.336  0.11
H6 -5.534 -4.454 1.066  0.10
H7 -4.942 -4.440 -1.363  0.12
H8 -1.752 -1.868 -2.629  0.08
H9 -5.475 -4.721 -3.532  0.10
H10 -5.195 -5.220 -6.108  0.09
H11 -2.960 -4.182 -7.043  0.06
H12 -3.729 -2.203 4.889  0.11
O1 1.294 -2.625 0.077  -0.55
S3 2.724 -2.734 -0.127  0.36
O2 3.118 -3.980 -0.767  -0.36
O3 3.278 -1.538 -0.784  -0.48
C21 3.668 -2.756 1.423  -0.19
C22 4.805 -3.573 1.362  -0.07
C23 5.745 -3.579 2.377  -0.10
C24 5.574 -2.760 3.482  -0.10
C25 4.451 -1.960 3.571  -0.06
C26 3.485 -1.946 2.557  -0.19
S4 2.100 -0.843 2.869  0.41
O4 2.234 -0.547 4.291  -0.37
O5 0.882 -1.573 2.570  -0.40
O6 2.340 0.319 2.021  -0.52
H13 4.925 -4.201 0.491  0.10
H14 6.613 -4.223 2.300  0.09
H15 6.308 -2.752 4.281  0.09
H16 4.282 -1.333 4.436  0.10
O7 -0.363 0.620 -2.498  -0.17
C27 -0.957 1.902 -2.695  -0.30
C28 -0.922 2.634 -1.305  -0.63
O8 -1.142 3.862 -1.363  -0.01
O9 -0.682 1.880 -0.334  -0.26
C29 -2.419 1.735 -3.147  -0.10
C30 -2.803 0.620 -3.892  -0.02
C31 -4.113 0.435 -4.315  -0.09
C32 -5.082 1.380 -4.004  -0.11
C33 -4.717 2.501 -3.267  -0.08
C34 -3.403 2.677 -2.842  -0.02
C35 -0.129 2.705 -3.703  -0.11
C36 -0.631 3.846 -4.326  -0.02
C37 0.154 4.583 -5.202  -0.09
C38 1.464 4.196 -5.474  -0.12
C39 1.974 3.064 -4.856  -0.08
C40 1.184 2.326 -3.975  -0.02
H17 -0.402 0.159 -3.342  -0.02
H18 -2.081 -0.144 -4.161  0.08
H19 -4.373 -0.457 -4.877  0.09
H20 -6.107 1.242 -4.328  0.09
H21 -5.464 3.242 -3.002  0.09
H22 -3.124 3.537 -2.243  0.11
H23 -1.643 4.168 -4.118  0.11
H24 -0.257 5.472 -5.667  0.09
H25 2.077 4.774 -6.155  0.09
H26 2.995 2.748 -5.046  0.10
H27 1.598 1.454 -3.490  0.06
C41 3.962 5.017 4.775  -0.25
Ge1 3.084 3.443 3.980  0.73
C42 2.699 2.257 5.477  -0.21
C43 4.325 2.611 2.741  -0.21
C44 1.439 4.100 3.193  -0.63
Se1 0.522 3.060 1.798  0.94
C45 1.809 3.361 0.356  -0.35
H28 4.895 4.733 5.278  0.01
H29 3.293 5.467 5.520  0.01
H30 4.191 5.774 4.016  0.01
H31 3.600 2.120 6.085  0.02
H32 2.362 1.280 5.111  -0.02
H33 1.916 2.699 6.102  0.01
H34 5.180 2.215 3.301  0.02
H35 4.685 3.326 1.999  0.01
H36 3.817 1.783 2.232  0.00
H37 1.596 5.107 2.803  0.00
H38 0.715 4.177 4.009  0.00
H39 2.689 3.844 0.772  0.01
H40 1.344 3.988 -0.398  0.01
H41 2.103 2.408 -0.092  0.02
C46 3.109 -2.771 -3.978  -0.42
Te1 1.670 -1.482 -3.087  1.38
C47 0.845 -1.200 -5.075  -0.44
H42 2.591 -3.415 -4.688  -0.01
H43 3.547 -3.366 -3.177  -0.02
H44 3.867 -2.178 -4.485  0.00
H45 1.673 -0.934 -5.741  0.00
H46 0.118 -0.376 -5.118  -0.01
H47 0.364 -2.114 -5.436  -0.03

Here is 2 unconnected molecules or ions with the total composition HN3O2S in a non-equilibrium geometry from the Open Molecules 2025 dataset. Energies are from ωB97M-V/def2-TZVPD.

Computed properties:
LUMO = -0.90 eV
HOMO-LUMO gap = 8.80 eV
SMILES = [O-][N+](O)=S.N#N
E_tot = -713.41745 hartree

Last column: Löwdin charge in e.
Atoms and positions in Å:
O1 1.578 0.746 -1.037  0.03
N1 0.707 0.737 -0.204  -0.79
O2 0.985 0.336 1.028  0.06
S1 -0.859 1.175 -0.412  0.73
H1 0.197 0.366 1.442  0.00
N2 -1.442 -2.115 -0.111  0.08
N3 -1.167 -1.245 -0.707  -0.10